Record 1
DFT (ωB97M-V with the def2-TZVPD basis set) results for a structure of composition C3HI5 at a distorted geometry.

XYZ file:
```
9
Properties=species:S:1:pos:R:3
I -3.161 -0.184 -1.908
C -1.595 0.558 0.723
I -0.566 2.342 -1.845
C -0.681 -0.352 0.046
H 0.465 -0.193 0.251
C -1.593 0.591 -0.774
I -0.570 2.310 1.832
I -1.160 -2.384 -0.030
I -3.238 -0.098 1.949
```

Net charge = 0
Max |F| = 2.656 eV/A
E_tot = -1603.29820 a.u.



Record 2
DFT (ωB97M-V with the def2-TZVPD basis set) results for a structure of composition C31H31BrN4O3Sr.

XYZ file:
```
71
Properties=species:S:1:pos:R:3
C -0.697 1.657 2.342
C 0.707 -2.001 -3.785
C 0.592 0.709 5.657
H -4.059 0.839 -3.922
H 1.220 2.521 -0.933
C -2.847 4.393 -1.238
C -0.146 -3.152 1.141
Br 0.287 1.187 7.471
H -0.082 1.121 -3.238
C -2.148 2.080 -0.846
C 0.983 -3.616 0.441
N -0.731 1.543 -7.114
C -3.532 1.230 -3.062
N -2.111 0.761 -1.196
C -0.134 1.283 4.664
C 2.571 2.553 0.736
C -1.221 -3.028 0.234
H 3.610 2.330 0.980
H -0.890 2.021 4.907
H -2.718 -0.697 -2.492
C -1.439 3.833 0.642
C 0.236 -0.934 -5.865
C -0.477 1.536 -5.778
H 3.153 -1.373 -2.222
O 2.178 0.745 -0.910
H -3.387 5.114 -1.841
C -2.145 4.777 -0.135
H 3.664 0.133 0.390
C 0.079 0.937 3.306
C -2.859 3.031 -1.616
H 2.580 -1.331 3.804
C 0.621 -2.063 -5.164
Sr 0.103 -0.598 -0.290
H 0.160 -0.987 -6.945
H 2.161 -0.689 6.147
C 3.434 0.102 -0.676
C 2.217 2.156 -0.683
H -0.622 0.740 -7.702
H 4.340 -1.805 -0.983
C -1.445 2.494 0.327
H 1.953 -3.823 0.873
N -0.731 1.521 1.052
C 1.078 -0.042 2.961
C 3.373 -1.328 -1.154
C -0.735 -3.419 -1.044
H 1.926 2.034 1.447
H 2.919 2.603 -1.395
H -1.339 2.427 2.784
H 2.638 -1.922 -0.605
H 4.207 0.655 -1.219
H 0.842 -2.990 -5.676
C -0.034 0.235 -5.170
N 0.457 -0.879 -3.099
H 2.427 3.631 0.845
H 1.252 -4.208 -1.680
C 1.823 -0.595 4.048
O 1.314 -0.388 1.761
O -0.689 2.511 -5.082
H -2.114 5.821 0.151
H -0.855 4.173 1.488
H -2.210 -2.646 0.457
H -1.325 -3.448 -1.953
H -1.057 2.403 -7.520
C 1.586 -0.241 5.347
C -2.780 0.361 -2.252
H -0.174 -2.873 2.186
C 0.617 -3.794 -0.906
H -4.101 3.265 -3.363
C -3.555 2.557 -2.750
H 0.977 -2.862 -3.191
C 0.107 0.207 -3.791
```

Net charge = 0
Max |F| = 0.931 eV/A
E_tot = -4249.49066 a.u.



Record 3
DFT (ωB97M-V with the def2-TZVPD basis set) results for a cluster of 2 separate species, C5H14O2S2 in total.

XYZ file:
```
23
Properties=species:S:1:pos:R:3
H 0.100 3.226 2.056
H -4.546 0.714 0.137
H -2.407 -4.561 2.572
C -2.904 -3.598 2.343
H -3.151 -0.219 0.762
H -3.997 -3.772 2.356
O -2.591 -3.175 1.021
O -0.378 -1.950 2.359
C -0.952 3.132 1.739
S -1.685 1.783 2.691
H -0.661 -1.025 2.205
C -1.020 -2.405 3.562
C -2.524 -2.574 3.406
H -2.876 1.252 -0.222
H -1.656 -2.881 1.046
C -3.524 0.795 0.544
H -1.465 4.089 1.935
H -0.785 -1.722 4.401
H -2.990 -1.601 3.157
H -2.932 -2.902 4.381
S -3.617 1.800 2.042
H -0.977 2.936 0.654
H -0.550 -3.383 3.782
```

Net charge = 0
Max |F| = 0.743 eV/A
E_tot = -1145.74627 a.u.
SMILES = OCCCO.CSSC



Record 4
DFT (ωB97M-V with the def2-TZVPD basis set) results for a cluster of 8 separate species, C21H60BF4N4O9 in total at a distorted geometry.

XYZ file:
```
99
Properties=species:S:1:pos:R:3
H -19.835 -13.621 3.607
C -16.334 -8.266 -2.616
H -20.969 -2.903 0.617
H -22.129 -7.731 3.861
C -20.556 -12.878 3.266
H -13.588 -10.302 0.550
O -19.961 -11.722 2.739
H -15.488 -8.791 1.103
H -15.785 -11.449 5.254
O -13.861 -4.296 5.977
H -16.102 -3.610 3.373
F -16.448 -6.269 2.596
H -15.542 -2.373 1.453
C -14.073 -11.029 2.441
C -19.377 -10.875 3.731
H -13.048 -5.750 4.746
H -21.027 -13.365 2.413
H -15.612 -12.604 3.889
C -12.872 -9.501 -1.853
H -14.175 -8.101 2.576
H -19.633 -8.481 2.576
C -21.027 -4.741 2.327
C -22.236 -6.800 3.304
H -16.510 -6.489 -3.780
H -17.269 -3.777 4.747
H -14.444 -3.539 5.885
O -14.936 -10.625 3.534
O -15.969 -3.026 -0.396
H -13.075 -11.124 2.868
C -17.630 -9.093 4.187
H -17.008 -8.315 -0.614
H -18.759 -11.599 4.263
H -12.459 -10.200 -1.127
O -15.991 -2.135 4.879
C -17.053 -6.964 -2.963
O -22.025 -4.420 1.435
H -12.536 -9.817 -2.841
H -13.959 -1.430 -1.216
C -17.746 -2.352 3.209
C -21.895 -3.060 1.170
F -15.568 -6.248 0.591
H -17.562 -10.536 2.658
H -16.672 -1.627 5.325
N -19.739 -6.569 3.117
H -23.063 -6.696 2.602
H -12.521 -8.690 2.010
N -15.517 -9.793 0.976
H -21.238 -12.753 4.107
C -14.231 -1.244 -0.177
C -16.730 -3.090 4.095
H -18.192 -8.631 1.833
H -14.240 -3.347 0.573
H -14.183 -11.984 1.927
C -14.790 -8.201 -2.314
H -13.586 -7.855 0.964
H -16.645 -8.752 3.868
H -14.163 -7.774 -3.097
C -18.333 -9.975 3.187
O -18.609 -1.589 4.176
H -18.440 -2.988 2.659
C -14.998 -2.564 0.528
H -17.328 -9.632 5.085
H -18.023 -7.258 -3.365
H -22.713 -2.648 0.579
C -14.142 -9.911 1.403
H -16.404 -3.807 -0.047
C -15.198 -11.721 4.377
H -22.362 -6.053 4.087
H -20.984 -6.785 1.547
H -15.910 -0.504 -0.679
H -14.228 -12.038 4.759
H -18.916 -0.758 3.805
H -19.417 -6.115 3.959
H -14.582 -5.070 4.183
H -14.638 -7.592 -1.422
H -16.013 -10.168 1.771
H -18.184 -8.215 4.522
C -13.582 -8.566 1.789
C -13.631 -4.833 4.661
H -21.750 -2.452 2.063
H -20.070 -10.361 4.397
H -19.090 -6.282 2.398
N -17.114 -8.858 -1.459
B -16.709 -6.142 1.283
H -16.427 -8.910 -3.491
C -21.002 -6.343 2.543
F -17.448 -7.195 0.731
H -12.397 -8.527 -1.740
H -13.342 -1.013 0.410
H -17.089 -6.202 -2.185
F -17.372 -4.910 1.110
N -18.988 -9.149 2.177
H -17.372 -1.624 2.490
O -14.344 -9.494 -1.964
H -20.130 -4.501 1.755
H -13.157 -4.053 4.065
H -21.156 -4.295 3.313
O -15.141 -0.210 -0.185
H -18.093 -8.873 -1.705
```

Net charge = -1
Max |F| = 3.628 eV/A
E_tot = -2156.69493 a.u.



Per-record LUMO level, eV: -1.526; -0.384; 0.666; 2.337